w) 18
Properties=species:S:1:pos:R:3 method="wB97M-V/def2-TZVPD" charge=0
C 2.6674 -0.4114 -0.2388
C -0.3875 -0.1797 0.9631
C -1.4573 -1.0991 0.5191
C -1.7225 -0.3067 -0.8744
C -0.5417 0.7830 -0.7566
C -0.5800 1.2337 0.6031
H 2.6587 -1.3301 -0.5987
H 3.8595 -0.2445 -0.1667
H 0.0680 -0.4602 1.9896
H -0.8307 -2.1348 0.2579
H -2.5690 -1.0619 0.9036
H -2.7373 0.3157 -1.2159
H -1.2635 -0.8763 -1.7048
H -0.3040 1.6594 -1.4486
H 0.1801 1.9226 1.1949
H -1.6398 1.6674 0.6908
N 1.7160 0.2921 0.1390
N 0.3851 -0.2316 -0.3097

---

x) 18
Properties=species:S:1:pos:R:3 method="wB97M-V/def2-TZVPD" charge=0 smiles=CCC#N.CCC#N
C -1.1476 3.7918 -0.6895
C -2.1739 2.8234 -0.0904
C -2.4026 1.6707 -0.9621
N -2.5751 0.7540 -1.6703
H -0.1799 3.2836 -0.8377
H -0.9945 4.6497 -0.0134
H -1.4990 4.1703 -1.6641
H -1.8321 2.4400 0.8902
H -3.1485 3.3248 0.0655
C 1.1465 -3.7923 0.6810
C 2.1801 -2.8231 0.0959
C 2.3958 -1.6701 0.9706
N 2.5576 -0.7532 1.6810
H 1.4847 -4.1704 1.6604
H 1.0035 -4.6505 0.0029
H 0.1764 -3.2849 0.8157
H 3.1572 -3.3237 -0.0463
H 1.8516 -2.4401 -0.8893

---

y) 18
Properties=species:S:1:pos:R:3 method="wB97M-V/def2-TZVPD" charge=0 smiles=C1CN2[C@H]3[C@H]1NC[C@H]32
C -0.1436 -1.3473 1.2925
C -0.4250 0.2259 1.9033
N 0.0057 1.4131 0.9391
C 0.8295 0.6479 0.0938
C 0.1205 -0.6253 -0.0746
N 0.1166 -0.9992 -1.5529
C -0.2308 0.3713 -1.9233
C -0.0857 1.3998 -0.7628
H 0.6816 -2.0122 1.7586
H -0.9232 -2.1920 1.3211
H -1.6099 0.3843 2.1718
H 0.3268 0.1180 2.8783
H 2.0252 0.6796 -0.0584
H -0.8623 -0.2724 -0.2042
H 1.0540 -1.4283 -1.6895
H 0.3599 0.7559 -2.6901
H -1.3110 0.3469 -2.4186
H 0.0719 2.5341 -0.9841

---

Which of them is the least stable? Correct choice: y).

---

w) 18
Properties=species:S:1:pos:R:3 method="wB97M-V/def2-TZVPD" charge=0 smiles="CC1=N[C@]2(C)C[C@@H]2N1"
C -2.7553 -0.4485 0.0322
C -1.2677 -0.3256 -0.1056
N -0.2938 -1.1755 0.3508
C 0.9484 -0.3761 0.0444
C 2.2423 -0.8179 -0.5794
C 1.0571 0.4133 1.2543
C 0.5170 1.0694 -0.1957
N -0.8510 1.0339 -0.3655
H -2.9827 -1.5042 0.1058
H -3.1273 -0.2049 1.0206
H -3.3056 0.0191 -0.8719
H 2.4839 -1.7282 -0.2704
H 3.0112 0.0114 -0.3307
H 2.1121 -0.8272 -1.7883
H 0.3886 0.3371 2.0046
H 2.0367 0.9271 1.3060
H 1.0995 2.0201 -0.4692
H -1.3134 1.5764 -1.1420

---

x) 18
Properties=species:S:1:pos:R:3 method="wB97M-V/def2-TZVPD" charge=0 smiles=c1ccncc1.CN
C 0.9798 2.0442 -0.2446
C 0.9367 1.2333 -1.3136
C 1.0167 -0.1566 -0.9721
N 1.3831 -0.6960 0.1236
C 1.5273 0.1409 1.1351
C 1.1369 1.4810 0.9860
H 1.0084 3.1894 -0.5484
H 0.5604 1.4131 -2.3106
H 0.9060 -0.9128 -1.7793
H 2.0904 -0.3567 1.9886
H 1.1202 2.1094 1.9099
C -2.0664 -0.9441 0.1905
N -1.5560 -2.0282 -0.5458
H -3.2255 -0.7590 0.5122
H -1.4082 -0.9217 1.2371
H -1.6437 0.0624 0.0420
H -0.6640 -2.0667 -0.1947
H -2.1020 -2.8319 -0.2161

---

Which of them is the least stable? Correct choice: w).

---

w) 18
Properties=species:S:1:pos:R:3 method="wB97M-V/def2-TZVPD" charge=0 smiles="N[C@@]12C=CC[C@@H]1NC2"
N 1.8938 -0.8004 0.6876
C 0.7274 -0.1895 0.0818
C -0.0697 -1.1456 -0.6632
C -1.3713 -1.0920 -0.5037
C -1.6999 -0.1665 0.6247
C -0.5006 0.6659 0.8274
N -0.4044 1.7598 -0.1554
C 0.9292 1.2036 -0.6747
H 2.3434 -1.5219 0.0348
H 2.7111 -0.2555 0.9497
H 0.6060 -1.8925 -1.1456
H -1.9329 -1.8673 -1.0449
H -1.6504 -0.8609 1.5794
H -2.5969 0.3719 0.6729
H -0.2168 1.1108 1.8332
H -1.1417 1.6027 -0.8585
H 0.6466 1.2884 -1.7823
H 1.7272 1.7890 -0.4632

---

x) 18
Properties=species:S:1:pos:R:3 method="wB97M-V/def2-TZVPD" charge=0 smiles=C[C@@H](N)c1cc[nH]c1
C 1.7098 0.8497 -1.6228
C 0.2881 0.1082 -1.4110
N 0.3411 -1.2939 -1.8240
C -0.1087 0.0414 0.0153
C -0.6194 -1.1176 0.7317
C -1.0883 -0.5589 1.9173
N -0.8255 0.8016 2.0233
C -0.2597 1.1143 0.8551
H 2.4478 0.4155 -0.8998
H 2.0164 0.8014 -2.6969
H 1.5183 1.9498 -1.3146
H -0.4604 0.5974 -2.0368
H 0.6426 -1.4696 -2.7874
H 1.0663 -1.7526 -1.2563
H -0.6718 -2.1663 0.5729
H -1.5841 -1.1300 2.6729
H -1.1087 1.3735 2.7389
H -0.0066 2.2040 0.6987

---

Which of them is the least stable? Correct choice: w).

---

w) 18
Properties=species:S:1:pos:R:3 method="wB97M-V/def2-TZVPD" charge=0
C 1.8597 0.8116 1.1287
C 0.7492 0.2909 0.6134
C 0.0112 0.7490 -0.5876
C 0.3159 -0.1972 -1.6914
C -0.1030 -0.9179 0.5796
C -1.4530 -0.2681 0.8954
H 2.1206 1.8769 0.8671
H 2.3393 0.3536 1.8908
H 0.3937 1.8669 -0.7013
H -0.1370 0.0025 -2.8571
H 1.5319 0.0502 -1.7670
H 0.6798 -1.9531 -0.6277
H 0.3857 -1.7676 1.2304
H -1.6082 0.0025 1.9084
H -2.3477 -0.8913 0.6831
H -2.0649 1.1583 -0.6123
N -0.1061 -1.3463 -0.8878
N -1.2616 0.8452 0.0816

---

x) 18
Properties=species:S:1:pos:R:3 method="wB97M-V/def2-TZVPD" charge=0
C -0.2851 -0.9582 -0.0688
C -1.0883 0.4131 0.4330
C 0.1860 0.8931 0.1166
C 0.4058 -0.1326 -0.9309
C 1.1692 0.2539 1.0081
C 0.9537 -1.0177 1.0606
H -0.3585 -2.9241 -0.7193
H -1.6023 -2.4016 -1.2881
H -1.5594 0.2732 1.3751
H -1.6177 0.6901 -0.5023
H -0.1182 2.9517 0.7136
H 0.2762 2.6692 -1.1804
H 1.5085 -0.1136 -1.0146
H -0.4447 0.2889 -1.7043
H 1.9731 0.8772 1.4972
H 1.1075 -1.8534 1.5863
N -0.9529 -2.3287 -0.3618
N 0.4471 2.4193 -0.0201

---

y) 18
Properties=species:S:1:pos:R:3 method="wB97M-V/def2-TZVPD" charge=0
C 2.9620 -0.1324 0.4357
C 1.4044 0.0471 0.3317
C 0.5949 0.7884 -0.6972
C -0.8089 1.1399 0.0439
C -1.3682 -0.1605 0.0086
C -2.8399 -0.1967 0.3828
H 3.2042 -0.2590 -0.6462
H 3.0375 -1.0078 1.4577
H 3.3952 1.0826 0.7873
H 1.0713 -0.3842 1.4044
H 0.8937 1.4246 -1.4787
H -1.5064 2.0585 -0.3670
H -0.3109 1.2243 1.3041
H -2.5914 -0.4356 1.6007
H -3.5619 1.0799 0.3593
H -3.6283 -1.1851 -0.0683
N -0.5583 -1.0845 -0.3745
N 0.6058 -0.7031 -0.6807

---

Which of them is the least stable? Correct choice: y).

---

w) 5
Properties=species:S:1:pos:R:3 method="wB97M-V/def2-TZVPD" charge=0 smiles=FNS
F 1.5753 0.1430 -0.7445
N 0.6547 0.0812 0.2605
S -1.3109 -0.2187 -0.5031
H 0.3751 1.0421 0.4751
H -1.2942 -1.0476 0.5120

---

x) 5
Properties=species:S:1:pos:R:3 method="wB97M-V/def2-TZVPD" charge=0
N -0.3757 -0.6112 -0.9636
F 0.1080 0.4959 -1.6077
S -1.5410 -0.2358 0.1383
H 1.4188 -0.9920 -0.4083
H -1.5913 1.1316 -0.0537

---

Which of them is the least stable? Correct choice: x).